(1)
# C50H50N10O10

A cluster of 10 separate species, C50H50N10O10 in total (ωB97M-V/def2-TZVPD, the Open Molecules 2025 dataset).

Values from the calculation:
DFT total energy (hartree): -3234.3867
E_LUMO (spin up / spin down) (eV): -2.89 / -7.22
Net charge: +1
HOMO-LUMO gap (spin up / spin down) (eV): 6.4 / 2.0
Multiplicity: 2

Cartesian coordinates (Å):
N -11.74 -1.33 21.60
C -10.55 -0.69 21.97
C -10.89 0.62 22.13
C -12.14 0.86 21.59
C -12.69 -0.39 21.29
H -11.90 -2.33 21.54
H -9.66 -1.24 22.22
H -10.25 1.38 22.54
H -12.74 1.75 21.47
H -13.62 -0.72 20.86
N -6.91 -4.53 13.96
C -5.54 -4.66 13.75
C -5.35 -5.29 12.51
C -6.64 -5.60 11.98
C -7.58 -5.15 12.91
H -7.38 -4.12 14.75
H -4.87 -4.25 14.49
H -4.39 -5.47 12.05
H -6.82 -6.10 11.04
H -8.65 -5.32 12.91
N -11.19 -8.05 23.77
C -10.83 -8.93 22.79
C -9.48 -8.72 22.55
C -9.03 -7.70 23.37
C -10.12 -7.21 24.06
H -12.07 -7.91 24.25
H -11.68 -9.46 22.38
H -8.92 -9.26 21.80
H -8.02 -7.34 23.47
H -10.29 -6.54 24.89
N -11.27 -4.64 15.14
C -11.48 -4.59 16.46
C -10.55 -3.74 17.06
C -9.79 -3.23 15.95
C -10.26 -3.85 14.77
H -11.84 -5.08 14.43
H -12.36 -5.01 16.92
H -10.50 -3.53 18.12
H -9.10 -2.40 16.06
H -9.98 -3.72 13.73
N -8.61 -6.59 16.22
C -8.05 -7.51 15.35
C -7.81 -8.69 15.94
C -8.30 -8.54 17.27
C -8.71 -7.18 17.44
H -8.83 -5.63 16.00
H -7.89 -7.21 14.33
H -7.34 -9.52 15.45
H -8.09 -9.31 17.99
H -9.11 -6.71 18.32
C -9.96 0.74 27.06
C -9.06 -0.20 26.59
C -9.54 -1.36 25.89
C -10.92 -1.52 25.62
C -11.80 -0.52 26.12
C -11.32 0.59 26.78
N -11.43 -2.62 24.74
O -10.55 -3.29 24.14
O -12.63 -2.78 24.63
H -9.48 1.59 27.52
H -8.03 -0.02 26.84
H -8.83 -2.10 25.54
H -12.85 -0.60 25.90
H -11.99 1.43 26.92
C -10.04 0.67 15.31
C -10.33 -0.05 16.48
C -9.64 0.34 17.63
C -8.74 1.43 17.65
C -8.49 2.13 16.43
C -9.17 1.78 15.29
N -8.05 1.73 18.90
O -7.86 0.82 19.68
O -7.73 2.93 19.05
H -10.59 0.49 14.40
H -11.02 -0.89 16.48
H -9.86 -0.29 18.48
H -7.76 2.90 16.25
H -8.90 2.33 14.40
C -3.43 -5.35 18.26
C -4.15 -6.17 17.37
C -4.75 -7.35 17.81
C -4.55 -7.74 19.16
C -3.92 -6.91 20.06
C -3.32 -5.72 19.65
N -5.22 -8.99 19.65
O -5.39 -9.21 20.87
O -5.57 -9.79 18.86
H -3.05 -4.39 17.94
H -4.06 -5.83 16.35
H -5.32 -8.07 17.23
H -3.91 -7.17 21.11
H -2.91 -4.99 20.34
C -7.82 -4.72 21.88
C -8.14 -3.42 21.64
C -7.90 -2.91 20.35
C -7.43 -3.71 19.28
C -7.19 -5.04 19.61
C -7.39 -5.53 20.84
N -7.26 -3.17 17.90
O -7.00 -4.01 17.03
O -7.22 -1.96 17.71
H -7.81 -5.07 22.91
H -8.56 -2.82 22.44
H -8.13 -1.89 20.08
H -6.81 -5.68 18.83
H -7.23 -6.59 20.94
C -7.12 -2.14 29.64
C -6.52 -1.66 28.49
C -6.51 -2.49 27.46
C -7.24 -3.67 27.44
C -7.79 -4.21 28.62
C -7.76 -3.38 29.70
N -7.37 -4.48 26.20
O -8.23 -5.35 26.05
O -6.57 -4.16 25.27
H -7.12 -1.50 30.51
H -5.94 -0.76 28.56
H -6.03 -2.20 26.53
H -8.21 -5.20 28.61
H -8.13 -3.76 30.64



(2)
# C5H30NO8

A cluster of 9 separate species, C5H30NO8 in total (ωB97M-V/def2-TZVPD, the Open Molecules 2025 dataset).

Values from the calculation:
DFT total energy (hartree): -864.9572
E_LUMO (eV): -2.56
Net charge: +1
HOMO-LUMO gap (eV): 11.4
Energy above the lowest of the compared OMol25 structures with the same formula, charge and spin (kJ/mol): 221.0

Cartesian coordinates (Å):
C 1.95 1.21 0.31
C 1.61 0.21 -0.79
C 2.51 0.48 -2.00
C 0.09 0.25 -1.14
C -0.62 -1.00 -0.58
N 1.30 0.74 1.59
H 3.02 1.23 0.44
H 1.67 2.26 0.18
H 1.92 -0.74 -0.37
H 2.48 -0.39 -2.67
H 3.57 0.49 -1.73
H 2.36 1.43 -2.51
H 0.02 0.33 -2.22
H -0.38 1.12 -0.67
H -0.13 -1.95 -0.80
H -1.67 -0.98 -0.88
H -0.80 -0.94 0.49
H 0.41 0.36 1.27
H 1.07 1.55 2.18
H 1.93 0.07 2.03
H -4.07 0.15 1.19
H -2.90 -0.44 1.90
O -3.10 0.13 1.13
H -1.18 -2.00 -3.12
H -1.89 -0.62 -2.97
O -1.71 -1.34 -3.58
H -1.34 -1.85 3.71
H -2.55 -2.44 2.92
O -1.89 -1.73 2.93
H 3.67 -3.58 -0.94
H 2.89 -2.25 -1.04
O 2.99 -3.05 -0.53
H 3.10 -2.26 1.18
H 2.73 -2.04 2.59
O 2.87 -1.55 1.77
H -2.67 2.47 -0.38
H -3.09 2.11 0.93
O -2.49 2.75 0.52
H -3.31 0.80 -2.94
H -2.34 1.95 -2.67
O -3.14 1.53 -2.34
H -0.91 3.07 3.05
H -1.35 2.23 1.93
O -0.65 2.24 2.61



(3)
# C3H3BrN2OS2

A structure of composition C3H3BrN2OS2 (ωB97M-V/def2-TZVPD, the Open Molecules 2025 dataset).

Values from the calculation:
DFT total energy (hartree): -3671.0587
E_LUMO (spin up / spin down) (eV): -1.49 / -3.00
HOMO-LUMO gap (spin up / spin down) (eV): 8.1 / 6.1
Energy above the lowest of the compared OMol25 structures with the same formula, charge and spin (kJ/mol): 208.7

Cartesian coordinates (Å):
C 0.64 0.67 0.02
C 1.87 1.39 -0.50
C -0.90 -1.23 -0.15
N 0.18 -0.29 -0.67
N -1.85 -0.30 0.26
O 2.97 1.20 -0.03
S 0.22 1.81 1.16
S -0.24 -2.20 1.17
Br -3.14 0.04 -0.86
H 1.69 1.98 -1.39
H -1.32 -1.85 -0.90
H -0.10 -1.21 1.89



(4)
# C21H44Br2IN11O19P

A cluster of 8 separate species, C21H44Br2IN11O19P in total (ωB97M-V/def2-TZVPD, the Open Molecules 2025 dataset).

Values from the calculation:
DFT total energy (hartree): -8644.5679
E_LUMO (eV): -4.13
Net charge: +1
HOMO-LUMO gap (eV): 7.8

Cartesian coordinates (Å):
N 5.97 2.68 -2.45
C 5.13 2.09 -3.49
C 4.51 0.81 -2.97
C 3.40 0.28 -3.87
C 2.64 -0.95 -3.36
N 2.61 -1.12 -1.90
C 3.69 -1.94 -1.35
C 3.24 -3.39 -1.38
O 2.11 -3.73 -1.45
Br 4.71 -4.59 -1.28
C 1.65 -0.67 -1.15
N 0.56 0.01 -1.68
C 0.77 1.42 -1.96
C 0.77 2.30 -0.72
O 1.73 2.91 -0.38
Br -0.84 2.39 0.33
C -0.37 -0.76 -2.51
C -1.81 -0.75 -2.00
C -2.56 0.51 -2.09
O -2.80 -0.64 -2.97
N 1.74 -0.96 0.22
C 0.42 -1.11 0.89
C 0.64 -2.07 2.06
O 0.84 -3.22 1.86
I 0.58 -1.24 4.00
P 2.85 0.07 1.11
O 3.83 -0.71 1.87
H 6.59 3.37 -2.85
H 5.39 3.15 -1.77
H 4.33 2.77 -3.82
H 5.73 1.88 -4.37
H 5.32 0.08 -2.93
H 4.19 0.95 -1.94
H 3.86 0.00 -4.82
H 2.72 1.09 -4.12
H 1.64 -0.96 -3.77
H 3.12 -1.84 -3.75
H 4.58 -1.83 -1.96
H 3.96 -1.68 -0.33
H -0.02 1.77 -2.61
H 1.71 1.64 -2.46
H -0.05 -1.80 -2.59
H -0.46 -0.32 -3.51
H -2.04 -1.38 -1.14
H -3.39 0.60 -1.40
H -2.25 1.29 -2.77
H -0.01 -0.17 1.21
H -0.25 -1.63 0.22
H 3.44 0.85 0.11
H 2.00 0.90 1.84
C -6.71 0.27 -2.88
N -7.08 1.40 -1.98
O -6.68 1.35 -0.84
O -7.75 2.29 -2.46
H -6.12 -0.43 -2.31
H -7.62 -0.18 -3.25
H -6.13 0.69 -3.70
C 1.85 -3.02 7.70
N 1.26 -1.72 8.12
O 0.27 -1.33 7.54
O 1.81 -1.13 9.02
H 1.25 -3.42 6.90
H 2.87 -2.83 7.38
H 1.83 -3.67 8.57
C 6.20 -4.13 2.98
N 7.36 -4.31 2.07
O 8.43 -4.57 2.57
O 7.15 -4.19 0.88
H 6.53 -4.28 4.00
H 5.82 -3.13 2.82
H 5.45 -4.87 2.70
C -0.46 -1.87 11.83
N -0.06 -3.24 11.39
O -0.12 -3.49 10.20
O 0.30 -4.01 12.24
H -0.76 -1.31 10.95
H -1.29 -1.99 12.52
H 0.40 -1.43 12.32
C 1.22 3.03 -7.36
N 2.05 2.81 -6.14
O 1.56 3.08 -5.06
O 3.16 2.37 -6.30
H 0.26 3.42 -7.06
H 1.76 3.73 -7.99
H 1.13 2.07 -7.86
C -6.99 2.05 2.46
N -6.23 1.96 3.74
O -6.81 2.23 4.76
O -5.07 1.62 3.65
H -8.01 2.36 2.67
H -6.48 2.77 1.83
H -6.97 1.07 2.00
C -9.69 3.98 -4.29
N -9.99 3.91 -5.74
O -11.09 3.53 -6.08
O -9.09 4.22 -6.50
H -10.57 3.67 -3.74
H -8.86 3.31 -4.09
H -9.43 5.01 -4.06



(5)
# C27H51BBrFI3O14PS5

A structure of composition C27H51BBrFI3O14PS5 (ωB97M-V/def2-TZVPD, the Open Molecules 2025 dataset).

Values from the calculation:
DFT total energy (hartree): -8036.9246
E_LUMO (eV): -0.14
HOMO-LUMO gap (eV): 8.6

Cartesian coordinates (Å):
C -0.15 4.98 2.28
C -1.10 4.50 1.17
I -0.68 5.76 -0.58
C -1.01 3.03 0.70
I -2.68 2.78 -0.68
C -0.91 1.90 1.78
C -1.64 0.63 1.27
C 0.53 1.42 2.14
C 1.71 2.30 1.68
B 2.59 1.56 0.58
O 2.03 0.75 -0.37
O 3.94 1.75 0.56
C 0.64 0.96 3.62
I 2.55 0.02 3.94
C 0.31 1.99 4.69
C -0.12 1.32 6.04
C -1.28 2.02 6.73
F -0.49 0.00 5.86
P 1.76 3.21 5.02
O 2.63 2.52 6.21
Br 0.77 4.97 6.05
O -0.76 2.90 4.28
S -1.84 2.24 3.30
O -2.90 3.15 3.06
O -2.32 1.02 3.85
H -0.73 5.44 3.07
H 0.51 5.75 1.92
H 0.46 4.23 2.74
H -2.11 4.76 1.43
H -0.16 2.94 0.05
H -1.31 -0.18 1.92
H -2.71 0.68 1.39
H -1.31 0.37 0.27
H 0.66 0.49 1.61
H 2.40 2.53 2.48
H 1.43 3.26 1.25
H 2.52 -0.09 -0.42
H 4.10 2.57 1.06
H -0.05 0.13 3.70
H 0.70 1.34 6.76
H -1.38 1.51 7.68
H -2.20 1.86 6.20
H -1.07 3.05 6.94
H 2.48 1.57 6.30
C 1.78 2.31 -5.83
C 2.83 2.34 -4.71
C 2.15 1.80 -3.44
S 0.88 0.67 -4.00
O -0.42 1.21 -3.65
O 1.24 -0.68 -3.66
C 1.13 0.93 -5.75
H 2.22 2.48 -6.81
H 1.04 3.08 -5.66
H 3.67 1.71 -4.98
H 3.21 3.35 -4.55
H 2.84 1.26 -2.80
H 1.67 2.59 -2.88
H 0.17 0.86 -6.27
H 1.80 0.15 -6.11
C -0.17 -4.12 4.53
C 0.35 -5.55 4.70
C 1.50 -5.75 3.69
S 2.22 -4.12 3.44
O 1.99 -3.72 2.07
O 3.54 -4.07 4.02
C 1.07 -3.23 4.48
H -0.83 -3.83 5.34
H -0.72 -4.04 3.59
H 0.73 -5.69 5.71
H -0.43 -6.29 4.54
H 2.27 -6.42 4.07
H 1.14 -6.10 2.73
H 0.89 -2.25 4.06
H 1.53 -3.14 5.47
C -3.70 4.37 -7.25
C -3.27 3.45 -6.09
C -1.97 2.75 -6.52
S -1.16 3.87 -7.67
O -1.12 3.25 -8.97
O 0.03 4.42 -7.06
C -2.44 5.12 -7.67
H -4.49 5.05 -6.94
H -4.07 3.77 -8.08
H -3.09 4.05 -5.20
H -4.04 2.72 -5.85
H -1.31 2.57 -5.68
H -2.17 1.82 -7.05
H -2.52 5.57 -8.66
H -2.17 5.88 -6.94
C -0.69 -8.35 -2.07
C -0.38 -6.85 -2.06
C -0.76 -6.31 -0.68
S -0.58 -7.69 0.46
O -1.87 -8.03 0.99
O 0.54 -7.44 1.34
C -0.12 -8.90 -0.77
H -0.25 -8.85 -2.93
H -1.77 -8.51 -2.10
H 0.69 -6.70 -2.24
H -0.92 -6.32 -2.85
H -0.11 -5.50 -0.36
H -1.80 -5.99 -0.65
H -0.52 -9.87 -0.48
H 0.97 -8.94 -0.80



(6)
# C4H7IO2S

A structure of composition C4H7IO2S (ωB97M-V/def2-TZVPD, the Open Molecules 2025 dataset).

Values from the calculation:
DFT total energy (hartree): -1002.8454
E_LUMO (eV): 0.33
HOMO-LUMO gap (eV): 9.7
Energy above the lowest of the compared OMol25 structures with the same formula, charge and spin (kJ/mol): 254.6

Cartesian coordinates (Å):
C 0.51 0.25 1.36
C -0.95 -0.55 -0.55
C 0.42 -0.04 -0.66
C 0.63 1.26 -1.36
O 0.01 -2.31 1.19
O -1.86 -0.90 1.95
S -0.70 -1.02 1.16
I 1.93 -1.43 -1.05
H 1.35 -0.11 1.94
H 0.14 1.17 1.57
H -1.57 0.26 -0.49
H -1.48 -1.16 -1.32
H 0.33 0.90 -2.39
H 1.72 1.28 -1.57
H -0.06 2.09 -0.99



(7)
# C4H10FN

An isolated molecule of C4H10FN (ωB97M-V/def2-TZVPD, the Open Molecules 2025 dataset).

Values from the calculation:
DFT total energy (hartree): -313.0035
E_LUMO (eV): 1.12
HOMO-LUMO gap (eV): 10.7
Energy above the lowest of the compared OMol25 structures with the same formula, charge and spin (kJ/mol): 40.6
SMILES string: CC[C@H](F)CN

Cartesian coordinates (Å):
C -1.09 -0.52 1.66
C 0.11 -0.92 0.91
C 0.23 -0.41 -0.48
F 1.37 -1.15 -1.03
C 0.48 1.03 -0.65
N 0.41 1.59 -1.97
H -1.97 -0.72 1.02
H -1.07 -1.21 2.56
H -1.04 0.58 1.91
H 1.06 -0.61 1.46
H 0.09 -2.01 0.79
H -0.60 -0.87 -1.03
H 1.57 1.15 -0.21
H -0.22 1.56 -0.08
H -0.47 1.34 -2.35
H 1.15 1.18 -2.51



(8)
# C6H7N

A structure of composition C6H7N (ωB97M-V/def2-TZVPD, the Open Molecules 2025 dataset).

Values from the calculation:
DFT total energy (hartree): -287.5105
E_LUMO (eV): 1.14
HOMO-LUMO gap (eV): 10.3
Energy above the lowest of the compared OMol25 structures with the same formula, charge and spin (kJ/mol): 201.5

Cartesian coordinates (Å):
C 1.22 -0.54 -0.65
C 0.09 -1.24 -0.60
C -1.06 -0.40 -0.10
C -1.04 -0.38 1.41
N -0.48 0.76 1.61
C 1.00 0.94 -0.43
C -0.42 1.00 0.15
H 1.04 1.45 -1.40
H 2.21 -0.97 -0.84
H -0.01 -2.31 -0.80
H -2.02 -0.49 -0.61
H -1.29 -1.12 2.17
H 1.73 1.42 0.22
H -0.98 1.89 -0.15



(9)
# C4H13NO

A cluster of 2 separate species, C4H13NO in total (ωB97M-V/def2-TZVPD, the Open Molecules 2025 dataset).

Values from the calculation:
DFT total energy (hartree): -290.1811
E_LUMO (eV): 1.01
HOMO-LUMO gap (eV): 10.6
Energy above the lowest of the compared OMol25 structures with the same formula, charge and spin (kJ/mol): 41.6
SMILES string: CC[C@H](C)N.O

Cartesian coordinates (Å):
C -1.82 0.46 0.90
C -0.69 0.71 -0.13
C 0.68 0.19 0.33
C 1.75 1.30 0.39
N 1.10 -0.91 -0.57
H -2.12 1.37 1.43
H -2.70 0.01 0.44
H -1.53 -0.28 1.65
H -0.59 1.79 -0.23
H -0.97 0.30 -1.09
H 0.66 -0.24 1.32
H 2.53 1.12 1.14
H 2.17 1.43 -0.60
H 1.31 2.26 0.70
H 2.11 -1.05 -0.50
H 0.89 -0.70 -1.54
O -1.27 -2.77 -1.20
H -0.89 -2.19 -0.54
H -0.62 -2.82 -1.90